Entry 1:
Density functional theory data (wB97M-V/def2-TZVPD) for 2 unconnected molecules or ions with the total composition C4H11INO.

## Properties
Calculated total energy (hartree): -586.4110
Charge: +1

```
18
C4H11INO wB97M-V/def2-TZVPD
C 1.025 -2.684 2.712
C -0.136 2.023 -3.077
C 0.406 -1.747 1.689
C -0.739 1.491 -0.792
N -1.008 1.546 -2.061
O -1.556 1.138 0.154
I 1.443 0.160 1.693
H 0.865 -2.286 3.664
H 0.487 -3.749 2.809
H 2.144 -2.910 2.477
H -0.843 2.278 -3.873
H 0.319 2.968 -2.772
H 0.670 1.285 -3.476
H 0.424 -2.187 0.635
H -0.555 -1.539 2.058
H 0.236 1.887 -0.550
H -1.938 1.299 -2.404
H -1.244 1.025 1.112
```

=====

Entry 2:
Density functional theory data (wB97M-V/def2-TZVPD) for 2 unconnected molecules or ions with the total composition C4H11OS.

## Properties
Calculated total energy (hartree): -632.0649
Charge: +1

```
17
C4H11OS wB97M-V/def2-TZVPD
C 0.272 2.525 1.354
C 1.185 -2.132 -0.569
C -1.194 -0.705 -1.230
C -0.719 1.644 1.495
O 1.084 0.406 -0.428
S 0.158 -0.796 0.048
H 0.985 1.309 -0.094
H -0.005 3.549 0.983
H 1.286 2.443 1.587
H 1.566 -1.845 -1.457
H 0.707 -3.014 -0.338
H 2.143 -2.174 0.161
H -2.091 -0.920 -0.637
H -0.965 -1.371 -1.957
H -1.220 0.287 -1.551
H -1.826 1.867 1.363
H -0.452 0.731 1.908
```

=====

Entry 3:
Density functional theory data (wB97M-V/def2-TZVPD) for C6H10 in the gas phase.

## Properties
Calculated total energy (hartree): -234.4554
Charge: 0

```
16
C6H10 wB97M-V/def2-TZVPD
C -1.988 0.392 1.462
C -0.740 -0.237 0.998
C -0.678 -0.343 -0.471
C 0.707 -0.338 -1.091
C 1.668 0.729 -0.649
C 1.906 -0.704 -0.268
H -2.337 0.032 2.434
H -1.589 1.407 1.660
H -2.823 0.505 0.748
H 1.716 -0.976 0.766
H -1.123 -1.361 -0.550
H -1.367 0.317 -1.031
H 0.733 -0.607 -2.145
H 1.324 1.401 0.136
H 2.315 1.194 -1.387
H 2.720 -1.233 -0.755
```

=====

Entry 4:
Density functional theory data (wB97M-V/def2-TZVPD) for 2 unconnected molecules or ions with the total composition CH4NOP.

## Properties
Calculated total energy (hartree): -511.7357
Structure (SMILES): N#P.CO
Charge: 0

```
8
CH4NOP wB97M-V/def2-TZVPD
N 2.948 -0.373 -0.629
P 3.403 0.698 0.252
C -1.056 -0.004 0.164
O 0.233 -0.109 0.891
H -1.840 -0.696 0.440
H -0.479 -0.242 -0.766
H -1.328 1.074 0.246
H 1.104 -0.520 0.203
```

=====

For the records above, the corresponding F_max values read 3.7 6.0 0.4 5.5 eV/Å.
For the records above, the corresponding energy relative to the best compared isomer or geometry (same formula, charge and spin) values read 0.9471 1.2002 4.0023 3.4952 eV.
For the records above, the corresponding HOMO energy values read -13.11 -14.57 -8.27 -9.92 eV.